Entry 1:
C5H7NO | wB97M-V/def2-TZVPD

```
14
Properties=species:S:1:pos:R:3:mulliken_charge:R:1
N -1.05415 1.33425 1.90770 -0.6758
C -0.65908 0.89896 0.78284 0.3509
O -1.43105 0.94093 -0.44089 -0.4185
C -0.99320 -0.08364 -1.34657 -0.4643
C 0.49465 -0.36614 -1.03369 -0.2026
C 1.32719 0.87677 -0.90711 -0.5919
C 0.74560 0.21413 0.34459 -0.0954
H -1.99463 1.73007 2.09156 0.2809
H -1.08557 0.21418 -2.40403 0.3080
H -1.60009 -0.98809 -1.17735 0.3035
H 0.88197 -1.31127 -1.44029 0.3545
H 0.80441 1.78768 -1.17178 0.2062
H 2.40063 0.92753 -1.13546 0.2801
H 1.41667 -0.24682 1.08518 0.3643
```

Charge: 0
E_LUMO (Eh): 0.039
Total energy (Eh): -324.65813
SMILES: [H]/N=C1\OC[C@H]2C[C@@H]12

---

Entry 2:
C5H7NO | wB97M-V/def2-TZVPD

```
14
Properties=species:S:1:pos:R:3:mulliken_charge:R:1
C -2.28576 0.21844 0.07721 -1.1505
C -0.82708 -0.12279 -0.00207 0.8542
C -0.27653 -1.35769 -0.02685 -0.7521
O 1.09373 -1.27348 -0.09601 -0.3716
C 1.40164 0.03791 -0.11302 0.4106
N 2.75360 0.32190 -0.25885 -0.5200
C 0.27790 0.80258 -0.05133 -0.6665
H -2.64008 0.25955 1.11284 0.2402
H -2.89333 -0.52187 -0.45227 0.3297
H -2.48259 1.19560 -0.37342 0.3171
H -0.68123 -2.35793 0.00632 0.4356
H 3.34576 -0.35182 0.21078 0.2539
H 2.98819 1.26637 0.01362 0.2568
H 0.22578 1.88324 -0.04694 0.3627
```

Charge: 0
E_LUMO (Eh): 0.036
Total energy (Eh): -324.70118
SMILES: Cc1coc(N)c1

---

> What is the formula in the first record?

C5H7NO

---

> E_LUMO of number 2 (C5H7NO)?

0.036 Eh